Density functional theory data (ωB97M-V/def2-TZVPD) for 5 unconnected molecules or ions with the total composition C6H22NO5 in a non-equilibrium geometry.

Properties
Total energy = -672.75972 Ha
E_HOMO = -5.32 eV
Charge = -1
HOMO-LUMO gap = 8.933 eV
E_LUMO = 3.6 eV
Energy above the lowest of the compared OMol25 structures with the same formula, charge and spin = 39.3 kcal/mol

Last column: Mulliken charge in e.
Atoms and positions in Å:
C 1.1091 -1.8104 1.7699  -1.049
N 1.6980 -0.5353 1.3055  -0.517
C 0.7191 0.1921 0.4917  0.940
C 1.4341 0.8022 -0.7352  0.139
C 2.3224 -0.2517 -1.3983  -1.570
C 2.4549 1.8315 -0.1717  -1.617
C 0.0239 1.2951 1.3343  -0.705
O -1.1657 0.8023 1.9895  -0.717
H 0.9628 -2.4499 0.9166  0.321
H 0.1014 -1.6944 2.1808  0.313
H 1.7909 -2.3078 2.4586  0.359
H 1.8794 -0.0840 2.1930  0.346
H -0.0952 -0.4379 0.1289  -0.304
H 0.7908 1.3060 -1.4439  0.591
H 1.7144 -1.0892 -1.8033  0.336
H 3.0570 -0.7426 -0.7794  0.323
H 2.5250 0.0539 -2.4349  0.497
H 2.4582 2.2314 0.8388  0.360
H 2.5080 2.7177 -0.8277  0.424
H 3.4741 1.5156 -0.4250  0.386
H -0.3166 2.0835 0.6609  0.305
H 0.6387 1.4994 2.2105  0.386
H -1.6993 0.3529 1.2120  0.405
H -3.1784 -0.7719 0.7741  0.142
O -2.5567 -0.3203 0.1942  -0.946
H 0.0175 -2.9600 -3.0767  0.273
H -0.4425 -1.8393 -2.2066  0.448
O 0.3760 -2.1627 -2.6746  -0.708
H -3.0882 1.6942 -0.3287  0.345
H -2.3148 1.9987 0.8795  0.430
O -2.8669 2.4587 0.2234  -0.760
H -2.6327 -1.2074 -2.0925  0.246
H -2.0229 -1.3485 -0.6536  0.403
O -2.0065 -1.7824 -1.6463  -0.824

=====

Density functional theory data (ωB97M-V/def2-TZVPD) for a molecular structure, C6H23B2CsN in a non-equilibrium geometry.

Properties
Total energy = -366.90538 Ha
E_HOMO = -4.86 eV
Charge = -1
HOMO-LUMO gap = 6.607 eV
E_LUMO = 1.7 eV
Energy above the lowest of the compared OMol25 structures with the same formula, charge and spin = 22.4 kcal/mol

Last column: Mulliken charge in e.
Atoms and positions in Å:
Cs 0.2060 0.7251 1.3817  0.790
B 0.7381 1.1709 4.7219  0.337
H 0.6549 0.5513 5.7091  -0.252
H -0.3170 1.2346 4.2736  -0.257
H 1.0917 2.2656 4.9161  -0.209
H 1.4215 0.6854 3.9381  -0.473
B -1.1703 3.7306 1.6428  0.351
H -2.2583 4.0796 1.3896  -0.237
H -0.6403 3.2248 0.7642  -0.493
H -0.6001 4.6575 2.0631  -0.234
H -1.2823 2.9549 2.4768  -0.252
C 0.6527 -3.0761 0.0322  -1.273
C 1.0392 -2.1301 -1.1373  -0.508
N 0.0957 -1.0635 -1.3957  0.535
C -1.2298 -1.5618 -1.7175  -0.587
C -2.3184 -0.4869 -1.7550  -1.223
C 0.5751 -0.1324 -2.4187  -0.632
C 1.9097 0.5100 -2.0559  -1.135
H 0.2176 -2.5863 0.9121  0.263
H 1.5545 -3.5772 0.3827  0.377
H -0.0572 -3.8153 -0.3352  0.364
H 2.0338 -1.7387 -0.9321  0.307
H 1.1853 -2.7834 -2.0171  0.300
H -1.5318 -2.2788 -0.9541  0.327
H -1.2318 -2.0748 -2.6956  0.323
H -3.3009 -0.9561 -1.8117  0.408
H -2.2510 0.1527 -2.6356  0.313
H -2.2707 0.1390 -0.8629  0.267
H 0.6335 -0.6207 -3.4077  0.354
H -0.1036 0.7103 -2.5519  0.281
H 2.7581 -0.1650 -1.9964  0.328
H 2.0959 1.2639 -2.8202  0.391
H 1.7004 0.9909 -1.1033  0.148

=====

Density functional theory data (ωB97M-V/def2-TZVPD) for a molecular structure, C6H23B2FeNO2 in a non-equilibrium geometry.

Properties
Spin multiplicity = 5
Total energy = -1760.80389 Ha
E_HOMO (alpha / beta) = -9.06 / -7.79 eV
HOMO-LUMO gap (alpha / beta) = 9.422 / 8.117 eV
<S²> = 6.009
E_LUMO (alpha / beta) = 0.4 / 0.3 eV

Last column: Löwdin spin population.
Atoms and positions in Å:
Fe 0.1993 -0.3299 0.4737  3.613
B -0.9210 -2.0983 0.7361  0.077
H 0.1526 -2.1278 0.8394  0.017
H -1.2746 -3.1173 0.7669  0.012
H -1.3153 -1.3815 1.4397  0.017
H -1.1147 -1.6522 -0.2270  0.019
B 1.4116 0.6639 1.8968  0.063
H 1.2270 -0.3938 2.0034  0.019
H 2.1028 1.0690 2.6195  0.011
H 1.7364 0.9386 0.9052  0.018
H 0.4762 1.1982 1.9581  0.009
C 2.7335 -1.7964 -0.0977  0.003
O 1.6995 -0.9993 -0.6857  0.044
C 1.5333 -0.8946 -2.0866  0.005
C 0.2277 -0.1675 -2.3815  0.004
N -0.0693 0.7768 -1.3680  0.038
C -1.4938 1.2413 -1.3570  0.001
C -1.7658 1.9805 -0.0148  0.001
O -1.6574 0.9638 1.0163  0.017
C -2.2295 1.3835 2.1326  0.002
H 2.4307 -2.8225 -0.3059  0.001
H 2.8668 -1.6164 0.9691  0.001
H 3.6686 -1.4800 -0.5599  0.001
H 1.4340 -1.8705 -2.5618  0.001
H 2.3968 -0.3704 -2.4963  0.001
H -0.5345 -0.9440 -2.4461  0.001
H 0.3258 0.2507 -3.3833  0.001
H 0.4866 1.6049 -1.5267  0.002
H -2.1880 0.4172 -1.5218  0.000
H -1.6129 1.9816 -2.1482  0.001
H -2.7855 2.3650 -0.0385  0.000
H -1.0806 2.8271 0.0284  0.000
H -1.9604 0.7208 2.9551  0.000
H -3.3099 1.3565 1.9908  0.001
H -1.7958 2.3229 2.4755  0.000

=====

Density functional theory data (ωB97M-V/def2-TZVPD) for 6 unconnected molecules or ions with the total composition C6H23NO5 in a non-equilibrium geometry.

Properties
Total energy = -673.25420 Ha
E_HOMO = -9.05 eV
HOMO-LUMO gap = 9.504 eV
Structure (SMILES) = C/C=C/CCCN.O.O.O.O.O
E_LUMO = 0.5 eV
Energy above the lowest of the compared OMol25 structures with the same formula, charge and spin = 70.3 kcal/mol

Last column: Mulliken charge in e.
Atoms and positions in Å:
C -0.1766 0.1041 -3.1726  -1.391
C -1.0747 0.0174 -1.9100  -0.586
C -0.7674 0.6165 -0.7610  0.672
C -1.6439 0.5136 0.4083  -0.898
C -2.2576 -0.8267 0.7107  -0.608
C -1.3325 -1.9608 1.0982  0.320
N -0.9785 -1.8876 2.5083  -0.554
H -0.4036 1.0123 -3.5854  0.462
H 0.7297 -0.2946 -2.8958  0.361
H -0.3518 -0.6801 -4.0574  0.269
H -1.9678 -0.5198 -2.0988  0.369
H 0.0138 1.4172 -0.7633  0.109
H -2.4258 1.2576 0.1679  0.328
H -1.2720 0.8234 1.3585  0.358
H -2.7510 -1.1810 -0.2544  0.152
H -2.9330 -0.7193 1.5216  0.487
H -1.7354 -3.0476 0.9446  0.218
H -0.5039 -1.8946 0.4327  -0.410
H -1.7576 -2.0030 3.1362  0.265
H -0.4678 -1.0184 2.7529  0.188
O 1.4275 -2.7281 -1.5495  -0.597
H 0.7934 -2.2001 -1.8930  0.239
H 2.1605 -2.5419 -2.0420  0.319
O 1.5150 1.7116 2.3286  -0.716
H 2.1849 0.9325 2.3753  0.347
H 0.8130 1.1931 1.8869  0.308
O 3.2337 2.4400 -0.6612  -0.622
H 3.0246 2.1303 0.1502  0.314
H 2.3735 2.5936 -0.9580  0.349
O 0.3979 3.3481 0.0903  -0.583
H 0.9786 3.2710 0.8064  0.277
H -0.2957 3.8951 0.3873  0.245
O 1.7195 -0.8832 1.2606  -0.547
H 2.4764 -1.1427 0.7798  0.257
H 1.2548 -1.7479 1.4971  0.295

=====

Density functional theory data (ωB97M-V/def2-TZVPD) for 6 unconnected molecules or ions with the total composition C6H23NO6 in a non-equilibrium geometry.

Properties
Total energy = -748.48425 Ha
E_HOMO = -7.85 eV
HOMO-LUMO gap = 8.385 eV
Structure (SMILES) = C=C(CCCO)NC.O.O.O.O.O
E_LUMO = 0.5 eV
Energy above the lowest of the compared OMol25 structures with the same formula, charge and spin = 92.8 kcal/mol

Last column: Mulliken charge in e.
Atoms and positions in Å:
C -0.9015 1.0088 -1.4478  -1.652
C -0.4728 0.0599 -0.5842  1.068
C -0.9799 -1.4048 -0.6245  -0.876
C -1.7572 -1.9258 0.6132  -0.443
C -3.2072 -1.4978 0.5373  -0.500
O -3.0706 -0.1329 1.0840  -0.473
N 0.7285 0.4266 0.1082  0.193
C 1.1439 -0.2796 1.3018  -1.195
H -0.6023 2.1026 -1.4174  0.368
H -1.8095 0.9901 -1.9334  0.366
H -1.7768 -1.4672 -1.3927  0.301
H -0.0326 -2.0498 -0.7371  0.147
H -1.1876 -1.6604 1.4629  0.322
H -1.4835 -2.9993 0.4511  0.312
H -3.9473 -2.1160 1.1330  0.392
H -3.5486 -1.4770 -0.5013  0.249
H -3.8061 -0.0614 1.7002  0.276
H 0.8002 1.4700 0.2951  0.464
H 0.9643 -1.3899 1.1287  0.265
H 2.2422 -0.0451 1.4482  0.396
H 0.6025 0.0507 2.2291  0.156
O 3.3388 0.5714 -2.8321  -0.658
H 3.0261 -0.3185 -3.0938  0.336
H 2.8629 1.2522 -3.3772  0.329
O 2.5660 2.8145 -0.8332  -0.587
H 3.3612 3.0014 -1.2477  0.313
H 2.4237 1.9565 -1.0281  0.297
O 2.0193 -2.2175 -2.4207  -0.706
H 2.9317 -2.5447 -2.3083  0.327
H 1.8467 -1.4345 -1.8957  0.347
O -0.6273 2.7749 1.0564  -0.661
H -0.8779 3.7420 0.9205  0.311
H -0.8058 2.4240 0.1161  0.117
O -0.0092 -0.2780 4.1204  -0.647
H -0.6832 0.4154 4.0670  0.325
H 0.7288 0.2390 3.9019  0.419

=====

Density functional theory data (ωB97M-V/def2-TZVPD) for 7 unconnected molecules or ions with the total composition C6H24FN12O6 in a non-equilibrium geometry.

Properties
Total energy = -1451.77666 Ha
E_HOMO = -7.12 eV
Charge = -1
HOMO-LUMO gap = 9.396 eV
E_LUMO = 2.3 eV
Energy above the lowest of the compared OMol25 structures with the same formula, charge and spin = 21.2 kcal/mol

Last column: Mulliken charge in e.
Atoms and positions in Å:
F -0.0099 0.7034 -0.1616  -0.548
C -1.8528 -2.5618 0.5897  0.460
O -2.5507 -3.3626 1.2297  -0.727
N -0.5152 -2.7473 0.4910  -0.169
N -2.3095 -1.3810 0.1073  -0.218
H -0.1278 -3.4984 1.0332  0.208
H 0.1256 -2.1696 -0.0062  0.144
H -1.6234 -0.7621 -0.2973  0.016
H -3.2506 -1.0431 0.1506  0.218
C -2.6373 2.7671 -1.3261  0.492
O -3.7089 3.2041 -1.7551  -0.701
N -2.1770 1.5635 -1.7666  -0.267
N -1.7143 3.4416 -0.5548  -0.315
H -1.3503 1.1575 -1.3370  -0.041
H -2.7932 0.9433 -2.2585  0.225
H -0.9263 2.8841 -0.2656  0.227
H -1.7103 4.4353 -0.4469  0.193
C 2.2283 -0.8623 1.9824  0.536
O 2.7008 -1.7014 2.7572  -0.739
N 2.1253 -1.0754 0.6328  -0.085
N 1.6099 0.2888 2.2878  -0.238
H 1.5718 -0.3936 0.1258  0.128
H 2.5811 -1.8008 0.0951  0.096
H 1.3443 0.6043 3.1993  0.300
H 1.1205 0.5953 1.4548  0.039
C 2.0650 -3.0056 -2.2488  0.726
O 3.0808 -2.9839 -1.5589  -0.709
N 1.8037 -4.0352 -3.0992  -0.405
N 1.1490 -1.9984 -2.2876  -0.147
H 1.0977 -3.9878 -3.8087  0.165
H 2.5401 -4.7031 -3.2388  0.248
H 1.1299 -1.3304 -1.5399  -0.235
H 0.3160 -2.0929 -2.8368  0.198
C -2.3100 1.0356 3.5315  0.466
O -3.0322 1.7683 4.2168  -0.714
N -2.4518 0.8946 2.1965  -0.190
N -1.4608 0.1391 4.1087  -0.303
H -1.7816 0.3930 1.6408  0.165
H -3.1048 1.5090 1.7449  0.184
H -1.2990 0.0175 5.0886  0.196
H -1.0385 -0.6027 3.5736  0.151
C 2.5838 2.7687 -1.5363  0.433
O 3.4018 3.6383 -1.8477  -0.700
N 2.1276 2.5807 -0.2810  -0.290
N 1.8678 2.0594 -2.4852  -0.338
H 2.7391 2.7972 0.4877  0.256
H 1.4163 1.8741 -0.1293  0.156
H 2.0269 2.3786 -3.4245  0.211
H 0.9833 1.6573 -2.2277  0.245